Entry 1:
Molecular formula: C4H26O11
Method: DFT, ωB97M-V/def2-TZVPD

Values from the calculation:
LUMO energy, eV: 5.3
ΔE to the lowest compared entry with this formula, charge and spin, kcal/mol: 24.70
Frontier orbital gap, eV: 8.9
Charge: -2

Each line ends with the Löwdin charge.
Cartesian coordinates (Å):
C 1.2628 -0.5469 0.7282  -0.188
C 0.1471 -0.4705 1.7005  -0.234
C -0.9747 0.4059 1.1727  -0.333
O -1.9081 0.5849 2.2337  -0.248
C 1.1922 -1.6731 -0.3609  -0.251
O 2.2820 -1.7018 -1.2309  -0.093
H 2.2684 -0.4881 1.2874  0.103
H 1.3137 0.4278 0.1326  0.132
H -0.2660 -1.4077 2.0621  0.114
H 0.3573 0.0859 2.6993  0.094
H -0.4570 1.4579 1.1254  0.126
H -1.3966 0.1241 0.1968  0.093
H 1.1182 -2.5492 0.1793  0.086
H 0.2827 -1.4988 -0.8754  0.100
H -1.7597 -2.6731 -2.5952  -0.032
H -2.6890 -2.8446 -1.3879  -0.022
O -2.4241 -3.1951 -2.2458  -0.072
H -3.4868 -1.3087 0.9143  -0.008
H -3.4165 -0.3799 -0.5997  0.022
O -3.2063 -1.3409 -0.3413  -0.341
H 2.4236 -0.8555 -1.6814  -0.001
H 3.1243 0.9662 -2.9206  -0.047
O 2.4078 0.5867 -2.5101  -0.255
H -2.0240 2.7749 2.3981  0.016
H -1.8478 3.6665 0.9592  0.105
O -1.8319 3.6830 2.0277  -0.174
H -0.0869 0.4456 -3.4549  -0.040
H 1.3710 1.1016 -3.1011  -0.027
O 0.4885 1.0662 -3.7533  -0.146
H -3.4550 -1.9078 2.3934  -0.017
H -2.7277 -0.3442 2.2482  0.122
O -3.8847 -1.1612 2.0375  -0.188
H 3.9446 -0.4815 -0.1533  -0.022
H 3.7292 0.1794 -1.6500  0.011
O 4.3915 -0.0718 -0.8862  -0.148
H 2.8348 0.2333 3.1172  0.018
H 1.3329 0.3005 3.8023  0.058
O 2.3576 0.3451 3.9630  -0.135
H -0.4512 2.7665 -1.7860  -0.031
H 0.0118 2.4836 -3.2413  0.000
O -0.3481 3.2150 -2.6034  -0.146

Entry 2:
Molecular formula: C4H7NO2
Method: DFT, ωB97M-V/def2-TZVPD

Values from the calculation:
LUMO energy, eV: 0.8
ΔE to the lowest compared entry with this formula, charge and spin, kcal/mol: 125.72
Frontier orbital gap, eV: 9.3

Each line ends with the Löwdin charge.
Cartesian coordinates (Å):
O -2.3692 -0.2152 -0.7473  0.003
C -1.2664 -0.1725 0.0692  -0.360
C -0.0914 -1.0594 -0.3558  -0.130
N 0.7423 -0.0075 0.3285  -0.174
C -0.2955 1.0329 0.0104  -0.108
C 2.1335 0.1523 0.2389  -0.275
O 2.6943 1.2078 0.4653  0.047
H -3.1130 0.1326 -0.2246  0.110
H -0.3009 -0.2885 1.3261  0.264
H 0.0336 -2.0632 0.0663  0.116
H 0.1354 -1.0406 -1.4299  0.124
H -0.3339 1.8350 0.7537  0.116
H -0.1042 1.4237 -0.9961  0.126
H 2.6340 -0.8095 0.0159  0.140

Entry 3:
Molecular formula: C32H45N3O15
Method: DFT, ωB97M-V/def2-TZVPD

Values from the calculation:
LUMO energy, eV: 0.3
ΔE to the lowest compared entry with this formula, charge and spin, kcal/mol: 58.39
SMILES string: C[C@H]1COC(=O)O1.C[C@H]1COC(=O)O1.C[C@H]1COC(=O)O1.C[C@H]1COC(=O)O1.C[C@H]1COC(=O)O1.c1cc[nH]c1.c1cc[nH]c1.c1cc[nH]c1
Frontier orbital gap, eV: 8.7

Each line ends with the Löwdin charge.
Cartesian coordinates (Å):
C 1.0272 -2.1222 -0.2304  0.016
C 1.1732 -0.5775 -0.3746  -0.245
C 1.9911 -0.0054 -1.5814  -0.110
O 1.1838 0.9652 -2.1737  0.031
C -0.0964 0.9075 -1.5356  -0.455
O -1.0885 1.5606 -1.8823  0.103
O -0.1294 -0.0643 -0.6455  0.087
H 2.0609 -2.4400 -0.0947  0.073
H 0.6361 -2.6562 -1.0964  0.069
H 0.4040 -2.3993 0.6198  0.060
H 1.5560 -0.3076 0.6097  0.117
H 2.3045 -0.7519 -2.3113  0.118
H 2.7892 0.6576 -1.2473  0.130
C -2.9319 4.7319 -1.1696  -0.001
C -2.0402 4.0704 -0.0704  -0.312
C -1.3877 5.1591 0.7824  -0.169
O -1.7560 5.0660 2.0652  0.126
C -2.6839 4.1136 2.1083  -0.477
O -3.2657 3.7129 3.1564  0.085
O -2.8616 3.5695 0.8955  0.071
H -2.3629 4.9515 -2.0730  0.092
H -3.5553 5.5500 -0.8088  0.090
H -3.6478 3.9786 -1.4982  0.072
H -1.2933 3.4814 -0.6027  0.131
H -1.6614 6.1208 0.3485  0.130
H -0.3040 5.1491 0.6654  0.140
C 1.9664 0.9883 5.5326  -0.009
C 2.9920 1.1275 4.3470  -0.305
C 2.4473 0.8647 2.9195  -0.078
O 3.0092 1.9800 2.2277  0.064
C 3.3896 2.9312 3.0674  -0.553
O 3.7155 4.0540 2.8387  0.167
O 3.4507 2.4385 4.3516  0.075
H 1.3133 1.8468 5.6890  0.083
H 2.4048 0.9105 6.5275  0.075
H 1.1522 0.2648 5.5737  0.065
H 3.8838 0.5164 4.4865  0.135
H 1.3682 0.9695 3.0315  0.119
H 2.7076 -0.0617 2.4075  0.110
C -2.3126 -1.6713 -5.2317  0.033
C -2.2862 -2.3615 -3.8006  -0.347
C -3.1275 -3.5145 -3.5567  -0.205
O -2.4410 -4.3795 -2.8183  0.109
C -1.1286 -4.0309 -2.9402  -0.528
O -0.2939 -4.7103 -2.4126  0.147
O -1.0239 -2.9049 -3.6589  0.085
H -2.0646 -2.3589 -6.0402  0.084
H -1.4404 -1.0557 -5.0114  0.073
H -3.1482 -1.0298 -5.5114  0.082
H -2.3328 -1.7232 -2.9183  0.154
H -3.4266 -3.9415 -4.5140  0.150
H -3.9607 -3.0840 -3.0011  0.143
C -4.9892 -0.7319 1.3950  0.001
C -5.1607 0.0750 0.1243  -0.308
C -4.1408 1.0581 -0.3522  -0.164
O -4.0353 0.9045 -1.6734  0.115
C -4.7221 -0.1357 -2.0755  -0.597
O -4.8865 -0.5053 -3.2118  0.139
O -5.2719 -0.7222 -1.0441  0.110
H -4.1429 -1.3810 1.1704  0.085
H -5.7808 -1.4375 1.6471  0.088
H -4.7767 -0.0048 2.1787  0.095
H -6.1520 0.5240 0.1855  0.154
H -3.1559 0.9867 0.1091  0.139
H -4.5095 2.0301 -0.0244  0.134
C 3.7956 0.9902 -4.2818  -0.150
C 4.7215 0.0904 -3.7213  -0.100
C 4.2659 -1.2197 -4.1184  -0.130
N 3.1127 -1.0637 -4.8436  0.013
C 2.8151 0.3233 -4.8858  -0.138
H 3.8823 2.0637 -4.2009  0.106
H 5.5607 0.2879 -3.0708  0.083
H 4.4784 -2.1989 -3.7155  0.100
H 2.4554 -1.7425 -5.2005  0.143
H 1.8587 0.5855 -5.3135  0.113
C 5.1106 -1.0583 -0.1475  -0.096
C 5.3035 -0.2722 0.9499  -0.148
C 5.2548 -1.0389 2.0087  -0.179
N 5.1527 -2.3504 1.6330  0.012
C 5.0879 -2.4323 0.2696  -0.089
H 5.0140 -0.5936 -1.1177  0.062
H 5.3191 0.8067 0.9975  0.116
H 5.4524 -0.8161 3.0469  0.115
H 4.8102 -3.1009 2.2158  0.150
H 4.8702 -3.3171 -0.3102  0.104
C -1.8509 -0.8293 4.6401  -0.128
C -1.2279 -1.0280 3.4449  -0.125
C -1.0617 -2.4407 3.2692  -0.113
N -1.5268 -3.0218 4.4091  -0.009
C -2.0338 -2.0846 5.2271  -0.136
H -2.2710 0.0928 5.0136  0.101
H -0.9236 -0.1986 2.8238  0.083
H -0.5623 -2.9847 2.4811  0.081
H -1.5008 -4.0191 4.5662  0.155
H -2.5121 -2.5748 6.0622  0.110

Entry 4:
Molecular formula: C51H53HgN10O2S4
Method: DFT, ωB97M-V/def2-TZVPD

Values from the calculation:
LUMO energy (spin up / spin down), eV: 3.4 / 3.4
Spin multiplicity: 2
Frontier orbital gap (spin up / spin down), eV: 4.1 / 4.9
Charge: -2

Each line ends with the Löwdin charge.
Cartesian coordinates (Å):
Hg -0.0554 -0.4485 -0.3278  1.007
O 1.6443 1.0589 -1.8131  -0.595
S 2.3747 1.4034 -3.0244  0.960
C 3.6853 2.6704 -2.4901  -0.279
C 3.1395 3.9967 -1.9935  -0.230
C 2.2822 3.8479 -0.7345  -0.251
C 3.0944 3.6044 0.5184  -0.289
S 2.0184 2.7748 1.8183  0.972
O 1.2757 1.7421 1.1235  -0.546
C 0.9137 4.2242 1.9155  -0.373
C 1.3037 5.3560 2.6101  -0.111
C 0.4601 6.4531 2.6410  -0.106
C -0.7669 6.3965 1.9953  -0.098
C -1.1556 5.2497 1.3226  -0.061
C -0.3083 4.1571 1.2758  -0.105
C 1.4073 2.5911 -3.9848  -0.400
C 0.2829 3.2294 -3.4756  -0.111
C -0.3848 4.1548 -4.2539  -0.055
C 0.0589 4.4345 -5.5422  -0.082
C 1.1504 3.7505 -6.0662  -0.092
C 1.8252 2.8299 -5.2903  -0.100
H 4.3209 2.8074 -3.3645  0.079
H 4.2511 2.1615 -1.7111  0.072
H 2.5336 4.4455 -2.7838  0.098
H 3.9728 4.6831 -1.7939  0.115
H 1.6122 2.9951 -0.8566  0.071
H 1.6646 4.7401 -0.6129  0.120
H 3.4981 4.5154 0.9569  0.083
H 3.9035 2.9007 0.3328  0.060
H 2.2522 5.3722 3.1318  0.101
H 0.7556 7.3467 3.1773  0.092
H -1.4277 7.2515 2.0311  0.093
H -2.1202 5.1920 0.8430  0.110
H -0.5814 3.2478 0.7604  0.025
H -0.0830 2.9752 -2.4935  0.030
H -1.2558 4.6580 -3.8583  0.113
H -0.4514 5.1717 -6.1455  0.096
H 1.4717 3.9379 -7.0833  0.097
H 2.6706 2.2827 -5.6840  0.104
S -1.5033 1.3845 -1.1754  0.572
C -2.8378 1.5423 -0.0266  -1.139
S -2.5651 1.6632 1.6185  0.601
C -4.1161 1.6440 -0.5879  -0.431
C -5.2650 1.6437 0.2011  -0.307
N -6.2445 1.6007 0.8128  0.113
C -4.3341 1.7353 -1.9562  -0.272
N -4.5703 1.8653 -3.0833  0.127
N 3.5126 -3.1490 -1.3787  0.020
C 3.0621 -1.8961 -1.5792  -0.201
N 1.7625 -1.8883 -1.5833  0.100
C 1.4149 -3.1857 -1.3649  -0.309
N 2.4631 -3.9817 -1.2404  0.118
C 0.0297 -3.5750 -1.3771  -0.303
C -0.3410 -4.9156 -1.4026  -0.165
N -1.6008 -5.2456 -1.0451  0.035
C -2.4847 -4.3109 -1.1105  -0.169
C -2.1724 -2.9917 -1.7167  -0.289
N -0.8762 -2.5942 -1.3172  0.012
H 4.4511 -3.5015 -1.2748  0.143
H 3.6850 -1.0418 -1.7393  0.094
H 0.3837 -5.7095 -1.4757  0.075
H -3.4597 -4.5058 -0.6807  0.095
H -2.9110 -2.2242 -1.4758  0.140
N -2.6528 0.2929 -4.4167  0.109
C -1.3141 0.2020 -4.1811  -0.236
N -0.9185 -1.0119 -3.8921  0.129
C -2.0474 -1.7648 -3.8804  -0.223
C -2.2235 -3.1271 -3.3880  -0.188
C -3.5286 -3.6720 -3.7856  -0.078
C -4.5621 -2.8817 -4.2047  -0.131
C -4.4304 -1.4994 -4.3938  -0.043
C -3.1560 -0.9687 -4.2065  -0.229
H -3.2177 1.1335 -4.3498  0.081
H -0.6550 1.0428 -4.2750  0.081
H -1.3845 -3.7940 -3.6061  0.135
H -3.6784 -4.7343 -3.6461  0.094
H -5.5203 -3.3411 -4.4196  0.086
H -5.2671 -0.8823 -4.6836  0.088
C 3.8551 -2.2718 5.2069  -0.068
C 3.5015 -1.7619 3.8333  -0.305
C 4.4666 -1.2119 3.0070  -0.072
C 4.0753 -0.7159 1.7632  -0.297
C 5.1137 -0.0597 0.8882  -0.056
C 2.7601 -0.7917 1.3723  -0.051
C 1.7324 -1.3514 2.1743  -0.291
C 2.1857 -1.8394 3.4269  -0.023
N 0.4698 -1.3733 1.7181  0.010
C -0.6148 -1.8890 2.5487  -0.448
C -1.9538 -1.7804 1.8033  -0.139
C -3.1241 -2.2935 2.6413  -0.277
C -3.2387 -1.4962 3.9373  -0.126
C -1.9158 -1.6050 4.6870  -0.294
C -1.6328 -3.0727 5.0109  -0.128
C -1.5794 -3.8979 3.7239  -0.294
C -2.9016 -3.7669 2.9741  -0.126
C -0.4443 -3.3981 2.8348  -0.078
C -0.7983 -1.0353 3.8204  -0.084
H 4.9082 -2.1013 5.4271  0.060
H 3.6528 -3.3414 5.2852  0.072
H 3.2549 -1.7634 5.9636  0.072
H 5.5001 -1.1489 3.3264  0.089
H 6.0990 -0.4893 1.0739  0.068
H 5.1713 1.0101 1.1050  0.064
H 4.8781 -0.1785 -0.1671  0.043
H 2.4650 -0.3653 0.4236  0.054
H 1.5048 -2.2779 4.1351  0.080
H -1.8990 -2.3627 0.8821  0.086
H -2.1366 -0.7309 1.5578  0.022
H -4.0466 -2.1750 2.0585  0.144
H -4.0558 -1.8897 4.5523  0.113
H -3.4538 -0.4512 3.7108  0.098
H -1.9709 -1.0305 5.6232  0.133
H -2.4202 -3.4642 5.6640  0.109
H -0.6821 -3.1568 5.5458  0.112
H -1.4054 -4.9550 3.9804  0.134
H -3.7245 -4.1470 3.5897  0.111
H -2.8608 -4.3565 2.0549  0.109
H -0.4622 -3.9164 1.8724  0.125
H 0.5126 -3.6382 3.2931  0.098
H 0.1205 -0.9473 4.3974  0.102
H -1.0653 -0.0282 3.4914  0.097